Here is a molecular structure, C6H12O at a distorted geometry from the OMol25 dataset. Energies are from ωB97M-V with the def2-TZVPD basis set.

Geometry (Å):
O: 0.696 2.379 -0.820
C: -1.980 -1.091 0.579
C: -0.079 0.147 -0.566
C: 2.327 0.332 0.252
C: -1.269 -0.760 -0.738
C: -0.205 1.541 -0.887
C: 1.150 -0.397 -0.172
H: -2.822 -1.774 0.411
H: 2.141 -0.421 -1.098
H: -1.220 1.845 -1.241
H: 3.087 -0.140 0.879
H: 0.927 1.137 1.927
H: 0.189 1.003 1.941
H: -2.364 -0.179 1.052
H: 2.416 1.397 0.043
H: -1.989 -0.295 -1.425
H: 1.131 -1.458 0.099
H: -0.954 -1.697 -1.216
H: -1.286 -1.563 1.285

## Properties
charge	0
LUMO energy (spin up / spin down)	0.021 / 0.021	eV
energy relative to the best compared isomer or geometry (same formula, charge and spin)	107.81	kcal/mol
HOMO energy (spin up / spin down)	-7.85 / -7.85	eV

Atom charges from the Löwdin analysis, given in e for atoms 1 to 4: -0.037 -0.110 -0.297 0.020